{"formula": "C37H48BCrN9OS4", "method": "ωB97M-V with the def2-TZVPD basis set", "species": ["Cr", "S", "S", "S", "S", "O", "N", "N", "N", "N", "N", "N", "N", "N", "N", "C", "C", "C", "C", "C", "C", "C", "C", "C", "C", "C", "C", "C", "C", "C", "C", "C", "C", "C", "C", "C", "C", "C", "C", "C", "C", "C", "C", "C", "C", "C", "C", "C", "C", "C", "C", "C", "B", "H", "H", "H", "H", "H", "H", "H", "H", "H", "H", "H", "H", "H", "H", "H", "H", "H", "H", "H", "H", "H", "H", "H", "H", "H", "H", "H", "H", "H", "H", "H", "H", "H", "H", "H", "H", "H", "H", "H", "H", "H", "H", "H", "H", "H", "H", "H", "H"], "xyz": [[1.484, -2.369, -0.687], [1.259, -1.885, -2.969], [1.112, -6.316, 1.908], [-0.815, -2.957, -0.981], [2.755, -0.325, -0.854], [1.857, -1.966, 1.614], [-0.803, 1.262, -1.685], [1.399, -4.308, 0.407], [-1.525, -0.781, 0.210], [0.747, 0.358, 0.678], [-2.282, 0.164, 0.811], [4.985, -4.520, -0.263], [-0.147, 0.092, -1.762], [0.148, 0.779, 1.811], [3.378, -3.180, -0.947], [4.097, 2.044, 0.646], [6.079, -1.859, -3.176], [-3.316, -2.313, -0.041], [-1.965, -1.956, -0.193], [2.077, 2.120, 2.154], [-0.621, 1.404, -4.036], [-1.233, 4.056, -1.477], [-3.266, 2.890, -2.408], [-3.537, -0.131, 1.007], [-0.886, 1.205, 4.414], [-4.080, -1.378, 0.578], [0.493, -5.006, 1.036], [0.800, 1.636, 2.557], [2.693, -5.941, 1.402], [4.799, -1.922, -2.670], [2.717, 1.615, 1.069], [0.031, 0.214, -4.120], [6.872, -3.629, -1.718], [5.574, -3.687, -1.223], [-5.673, 1.153, 0.895], [-3.842, -3.625, -0.558], [7.106, -2.694, -2.701], [2.658, -4.849, 0.611], [4.556, -2.848, -1.656], [-1.672, 4.072, -3.944], [0.297, -0.452, -2.905], [-1.790, 3.246, -2.660], [-4.847, 0.187, 3.071], [0.474, -0.384, -5.429], [-3.686, 2.157, 2.066], [-0.531, 3.506, 3.421], [0.146, 2.179, 3.827], [2.014, 0.621, 0.362], [-4.424, 0.855, 1.749], [1.224, 2.461, 4.882], [3.699, -4.193, -0.155], [-1.030, 1.932, -2.791], [-0.088, -0.484, -0.300], [-5.125, -1.596, 0.770], [-4.819, -3.846, -0.134], [1.206, -1.716, 2.284], [5.443, -5.284, 0.211], [4.012, -1.294, -3.069], [-3.167, -4.453, -0.330], [-2.171, 3.592, -4.793], [-1.813, 4.974, -1.366], [-0.188, 4.337, -1.650], [-5.472, 0.880, 3.640], [-2.952, 2.009, 2.864], [7.656, -4.288, -1.357], [-0.627, 4.272, -4.213], [-3.166, 2.562, 1.197], [-4.407, 2.901, 2.408], [3.544, -6.545, 1.698], [-3.704, 2.381, -3.274], [2.574, 2.867, 2.764], [-1.573, 0.828, 3.659], [0.210, 4.234, 3.073], [-3.361, 2.238, -1.537], [-3.976, -0.066, 3.684], [-1.264, 3.349, 2.626], [-1.042, 3.939, 4.286], [-6.267, 1.920, 1.395], [-3.841, 3.803, -2.228], [-1.463, 1.717, 5.187], [-5.433, -0.723, 2.905], [4.039, 2.701, -0.230], [6.298, -1.159, -3.974], [2.665, -2.207, 2.084], [8.100, -2.608, -3.128], [1.884, 1.600, 5.033], [-1.298, 3.490, -0.544], [-6.323, 0.282, 0.767], [0.737, 2.671, 5.836], [-0.847, 1.947, -4.946], [-0.383, 0.354, 4.890], [-0.567, -4.781, 1.008], [-3.946, -3.587, -1.646], [-2.160, 5.036, -3.791], [0.184, 0.251, -6.264], [-5.402, 1.534, -0.097], [0.029, -1.374, -5.576], [4.717, 1.188, 0.366], [4.596, 2.592, 1.444], [1.561, -0.510, -5.453], [1.835, 3.334, 4.639]], "mulliken_spin": [1.578, -0.222, 0.000, -0.041, -0.196, 0.015, -0.010, -0.016, -0.003, -0.016, 0.002, -0.001, 0.012, 0.006, -0.039, -0.003, 0.000, 0.002, 0.004, -0.002, -0.003, 0.000, 0.000, -0.001, 0.000, 0.000, 0.009, -0.004, -0.002, 0.004, 0.012, 0.036, 0.000, -0.001, 0.000, 0.001, 0.000, -0.004, 0.005, 0.000, 0.002, 0.000, 0.000, 0.005, 0.001, 0.000, -0.001, 0.029, -0.001, 0.000, 0.018, -0.002, -0.168, 0.000, 0.000, 0.003, 0.000, -0.001, 0.001, 0.000, 0.000, 0.000, 0.000, 0.000, 0.000, 0.000, 0.000, 0.000, 0.000, 0.000, -0.001, 0.000, 0.000, 0.000, 0.000, 0.000, 0.000, 0.000, 0.000, 0.000, 0.000, 0.000, 0.000, -0.001, 0.000, 0.000, 0.000, 0.000, 0.000, 0.000, 0.000, -0.004, -0.001, 0.000, -0.001, 0.000, 0.003, 0.000, -0.001, -0.001, 0.000], "e_lumo_ev": [-10.44, -9.25], "spin_multiplicity": 2, "total_charge": 3, "homo_ev": [-15.9, -15.9]}